Formula: C9H8NO2
Source: the OMol25 dataset
Level of theory: ωB97M-V/def2-TZVPD

Summary:
HOMO (spin up / spin down)   -10.19 / -13.72 eV
<S²>   2.03
Frontier orbital gap (spin up / spin down)   6.260 / 7.521 eV
Total energy   -552.51735 Ha
ΔE to the lowest compared entry with this formula, charge and spin   31.34 kcal per mole

```
! RIJCOSX wB97M-V def2-TZVPD def2/J DEFGRID3
* xyz 1 3
C 1.701 -2.111 -0.309
C 1.163 -1.592 0.883
C 1.167 -1.928 -1.589
C 0.146 -0.702 0.797
C 0.055 -0.985 -1.662
C -0.305 -0.131 -0.450
C -0.619 -1.048 -2.828
C -1.309 -0.943 -4.099
C -0.843 1.094 -0.662
N -1.252 1.994 0.350
O -0.373 -1.841 -4.004
O -2.019 -0.389 -4.835
H 2.434 -2.858 -0.162
H 1.657 -1.868 1.791
H 1.440 -2.565 -2.442
H -0.225 -0.207 1.652
H -1.004 1.355 -1.673
H -2.167 2.424 -0.059
H -0.789 2.859 0.428
H -1.509 1.794 1.271
*
```

Formula: C9H8NO5
Source: the OMol25 dataset
Level of theory: ωB97M-V/def2-TZVPD

Summary:
HOMO (spin up / spin down)   -1.42 / -5.45 eV
<S²>   2.04
Frontier orbital gap (spin up / spin down)   4.841 / 8.138 eV
Total energy   -778.55632 Ha

```
! RIJCOSX wB97M-V def2-TZVPD def2/J DEFGRID3
* xyz -1 3
C -2.101 -2.449 0.375
C -0.702 -2.594 0.064
C -2.652 -1.187 0.495
C 0.077 -1.502 -0.033
C -1.838 -0.129 0.304
C -0.450 -0.234 0.149
C 3.764 -0.891 0.049
C -0.503 3.080 -0.386
C 0.297 0.994 0.110
N 1.733 1.086 -0.381
O 4.155 -1.532 -0.845
O 3.621 -0.546 1.156
O 2.331 0.137 -0.933
O 2.193 2.209 -0.050
O -0.199 2.140 0.614
H -2.757 -3.248 0.288
H -0.204 -3.596 0.037
H -3.609 -1.054 0.882
H 1.162 -1.621 -0.441
H -2.304 0.858 0.110
H -1.437 3.721 0.086
H -0.815 2.558 -1.220
H 0.236 3.801 -0.430
*
```

Formula: C9H8O3S2
Source: the OMol25 dataset
Level of theory: ωB97M-V/def2-TZVPD

Summary:
HOMO   -9.24 eV
Frontier orbital gap   9.167 eV
Total energy   -1369.74366 Ha
ΔE to the lowest compared entry with this formula, charge and spin   0.00 kcal per mole
Structure (SMILES)   C#CSOS(=O)(=O)c1ccc(C)cc1

```
! RIJCOSX wB97M-V def2-TZVPD def2/J DEFGRID3
* xyz 0 1
C 0.435 -1.576 2.559
C 1.401 -2.005 1.981
C -1.546 -0.064 -0.118
C -0.060 1.792 -0.456
C -0.556 -0.939 -0.538
C 0.932 0.926 -0.874
C -1.308 1.305 -0.068
C 0.670 -0.428 -0.904
C -2.362 2.263 0.392
O 1.464 -2.795 -1.770
O 2.897 -1.556 -0.101
O 2.795 -0.822 -2.387
S 2.758 -2.604 1.176
S 1.971 -1.501 -1.445
H -0.408 -1.214 3.068
H -2.513 -0.449 0.171
H 0.128 2.855 -0.431
H -0.721 -2.003 -0.590
H 1.907 1.270 -1.184
H -1.969 2.903 1.180
H -2.674 2.905 -0.431
H -3.237 1.739 0.769
*
```

Formula: C9H8OS
Source: the OMol25 dataset
Level of theory: ωB97M-V/def2-TZVPD

Summary:
HOMO   -8.24 eV
Frontier orbital gap   8.930 eV
Total energy   -821.17949 Ha
ΔE to the lowest compared entry with this formula, charge and spin   4.18 kcal per mole
Structure (SMILES)   OCc1cc2ccccc2s1

```
! RIJCOSX wB97M-V def2-TZVPD def2/J DEFGRID3
* xyz 0 1
C 0.229 2.954 -1.098
C 0.054 1.593 -0.471
C 0.491 0.416 -0.961
C 0.154 -0.700 -0.102
C 0.429 -2.058 -0.279
C 0.005 -2.971 0.690
C -0.686 -2.524 1.838
C -0.970 -1.188 2.025
C -0.548 -0.272 1.041
H 1.006 3.644 -2.718
H 0.779 3.617 -0.409
H -0.756 3.430 -1.262
H 1.000 0.325 -1.907
H 0.944 -2.376 -1.152
H 0.234 -4.026 0.554
H -1.010 -3.260 2.576
H -1.501 -0.852 2.900
O 0.926 2.796 -2.318
S -0.780 1.452 1.053
*
```

Formula: C9H8S
Source: the OMol25 dataset
Level of theory: ωB97M-V/def2-TZVPD

Summary:
HOMO   -7.87 eV
Frontier orbital gap   7.285 eV
Total energy   -745.84413 Ha
ΔE to the lowest compared entry with this formula, charge and spin   20.46 kcal per mole
Structure (SMILES)   Cc1ccccc1C=C=S

```
! RIJCOSX wB97M-V def2-TZVPD def2/J DEFGRID3
* xyz 0 1
C -2.057 0.872 0.357
C -2.282 -0.469 0.082
C -0.769 1.383 0.141
C -1.157 -1.298 -0.174
C 1.710 1.107 -0.129
C 2.964 0.529 -0.262
C 1.216 -1.848 -0.102
C 0.345 0.530 -0.068
C 0.143 -0.871 -0.021
S 4.348 -0.268 -0.243
H -2.914 1.602 0.521
H -3.237 -0.962 0.188
H -0.460 2.420 0.286
H -1.507 -2.311 -0.374
H 1.605 2.244 -0.379
H 2.031 -1.682 -0.793
H 0.704 -2.905 -0.297
H 1.748 -2.231 0.777
*
```

Formula: C9H9BCl24IInO5P
Source: the OMol25 dataset
Level of theory: ωB97M-V/def2-TZVPD

Summary:
HOMO   -4.56 eV
Frontier orbital gap   5.977 eV
Total energy   -12623.30704 Ha

```
! RIJCOSX wB97M-V def2-TZVPD def2/J DEFGRID3
* xyz -1 1
C -0.914 1.670 -4.785
C -0.599 0.387 -4.544
In 1.125 -0.324 -3.363
I 2.001 -2.673 -4.667
B 0.635 -0.779 -1.172
O 1.586 -0.565 -0.199
O -0.602 -1.221 -0.743
C -0.899 -2.549 -1.163
P 3.125 1.247 -3.408
O 4.292 0.537 -2.800
O 2.932 2.631 -2.567
O 3.546 1.669 -4.923
H -1.129 2.009 -5.801
H -0.927 2.430 -4.008
H -1.223 -0.375 -5.012
H 2.451 -0.678 -0.612
H -1.415 -2.537 -2.127
H -0.007 -3.174 -1.232
H -1.578 -2.974 -0.427
H 3.583 2.587 -1.853
H 4.441 1.316 -5.031
C -4.367 -5.405 0.163
Cl -5.239 -6.935 0.343
Cl -4.637 -4.405 1.595
Cl -2.642 -5.722 -0.010
Cl -4.940 -4.551 -1.267
C -3.311 -3.577 -5.667
Cl -4.316 -2.230 -5.115
Cl -1.799 -2.963 -6.309
Cl -2.974 -4.646 -4.301
Cl -4.180 -4.482 -6.920
C 0.346 -5.504 3.180
Cl -1.220 -6.247 3.534
Cl 0.191 -4.435 1.792
Cl 0.884 -4.576 4.585
Cl 1.527 -6.771 2.827
C 0.438 2.136 2.463
Cl -0.085 0.458 2.543
Cl 1.366 2.539 3.920
Cl 1.441 2.380 1.041
Cl -0.983 3.193 2.374
C 3.031 4.212 7.139
Cl 3.680 2.760 6.375
Cl 1.575 3.793 8.052
Cl 4.235 4.898 8.236
Cl 2.617 5.391 5.897
C -0.215 8.410 4.795
Cl 1.302 8.502 3.892
Cl -0.030 7.265 6.122
Cl -0.613 10.008 5.439
Cl -1.505 7.869 3.721
*
```

Formula: C9H9BiF3GaI2O7S2
Source: the OMol25 dataset
Level of theory: ωB97M-V/def2-TZVPD

Summary:
HOMO (spin up / spin down)   -23.92 / -23.88 eV
Frontier orbital gap (spin up / spin down)   5.767 / 5.741 eV
Total energy   -4703.90929 Ha
ΔE to the lowest compared entry with this formula, charge and spin   0.00 kcal per mole

```
! RIJCOSX wB97M-V def2-TZVPD def2/J DEFGRID3
* xyz 4 1
I 1.007 1.860 -3.488
I -0.844 -0.706 -4.065
Bi -1.590 -1.646 -1.347
Ga 0.933 1.466 -0.789
S 0.963 -0.834 -0.833
C 2.754 1.365 1.433
C 0.234 2.198 0.917
C 2.962 -1.244 -1.240
C 2.885 -2.098 -2.487
C 3.383 -2.019 0.002
C 3.755 0.037 -1.426
C -2.960 -0.954 1.132
C -0.613 -2.500 1.114
O 0.117 2.736 1.938
O 2.920 1.321 2.560
O -3.713 -0.682 1.947
O 0.009 -2.451 2.067
H 3.903 -2.319 -2.832
H 2.408 -1.566 -3.313
H 2.327 -3.023 -2.288
H 4.441 -2.328 -0.088
H 2.776 -2.932 0.104
H 3.275 -1.404 0.906
H 4.820 -0.231 -1.516
H 3.657 0.720 -0.567
H 3.458 0.591 -2.328
F -4.612 2.131 0.705
C -3.619 2.729 0.017
F -4.086 3.180 -1.162
F -3.163 3.777 0.744
S -2.228 1.499 -0.266
O -1.785 1.065 1.040
O -2.852 0.434 -1.093
O -1.238 2.270 -1.045
*
```

Formula: C9H9Br2F5IN3O
Source: the OMol25 dataset
Level of theory: ωB97M-V/def2-TZVPD

Summary:
HOMO   -7.25 eV
Frontier orbital gap   5.230 eV
Total energy   -6532.77232 Ha

```
! RIJCOSX wB97M-V def2-TZVPD def2/J DEFGRID3
* xyz 0 1
N 3.141 1.361 1.978
C 2.681 0.197 1.880
C 2.184 -0.396 0.575
C 0.783 0.176 0.246
C -0.360 -0.916 0.256
N 0.102 -2.303 -0.066
C -0.344 -3.170 0.653
O -0.783 -3.962 1.340
C -1.262 -0.520 -0.912
C -2.556 0.269 -0.645
F -2.718 1.313 -1.466
F -3.578 -0.591 -0.876
C -2.779 0.771 0.811
F -3.053 -0.244 1.638
F -3.862 1.570 0.783
F -1.755 1.500 1.256
N -0.223 0.021 -1.818
Br -0.673 0.432 -3.605
C 0.670 0.970 -1.074
Br 0.132 2.782 -0.976
H 3.142 1.814 1.059
H 2.601 -0.394 2.784
H 2.142 -1.472 0.672
H 2.902 -0.115 -0.182
H 0.544 0.740 1.135
H -0.845 -0.974 1.216
H -1.630 -1.393 -1.433
H 0.432 -0.754 -1.949
H 1.796 0.963 -1.495
I 3.170 2.327 -1.784
*
```

Formula: C9H9BrO
Source: the OMol25 dataset
Level of theory: ωB97M-V/def2-TZVPD

Summary:
HOMO (spin up / spin down)   -7.07 / -7.04 eV
Frontier orbital gap (spin up / spin down)   7.584 / 7.557 eV
Total energy   -2997.42882 Ha
ΔE to the lowest compared entry with this formula, charge and spin   64.67 kcal per mole

```
! RIJCOSX wB97M-V def2-TZVPD def2/J DEFGRID3
* xyz 0 1
C -0.130 -0.755 1.959
C -0.558 -2.004 1.516
C 0.498 0.106 1.069
C -0.391 -2.333 0.210
C 0.536 -0.188 -0.219
C 0.210 -1.436 -0.684
C 1.092 0.836 -1.249
C 1.635 2.156 -0.678
C -0.429 3.277 -0.548
O 0.859 3.149 -0.472
Br 3.392 2.381 -0.026
H -0.105 -0.434 2.991
H -0.798 -2.721 2.232
H 0.757 1.170 1.489
H -0.571 -3.298 -0.252
H 1.904 0.337 -1.696
H 0.544 0.902 -2.112
H -1.017 2.389 -0.553
H -0.895 4.363 -0.485
H 0.154 -1.697 -1.814
*
```

Formula: C9H9BrO2S
Source: the OMol25 dataset
Level of theory: ωB97M-V/def2-TZVPD

Summary:
HOMO (spin up / spin down)   -8.79 / -8.79 eV
Frontier orbital gap (spin up / spin down)   8.108 / 8.109 eV
Total energy   -3470.87032 Ha
ΔE to the lowest compared entry with this formula, charge and spin   68.22 kcal per mole

```
! RIJCOSX wB97M-V def2-TZVPD def2/J DEFGRID3
* xyz 0 1
C -3.079 -1.749 -0.199
C -2.438 -1.746 0.973
C -2.841 -0.751 -1.096
C -1.507 -0.697 1.326
C -1.912 0.256 -0.838
C -1.182 0.275 0.402
C 2.497 0.862 -1.368
C 3.412 1.034 -0.211
C 2.159 0.255 -0.094
O -0.009 2.688 0.110
O 0.404 1.448 2.228
S 0.165 1.430 0.770
Br 1.822 -1.491 0.309
H -3.638 -2.588 -0.573
H -2.526 -2.498 1.678
H -3.324 -0.761 -2.097
H -1.400 -0.439 2.337
H -1.624 0.894 -1.641
H 1.866 1.562 -1.799
H 2.732 0.102 -2.186
H 4.374 0.653 -0.144
H 3.264 2.011 0.248
*
```

Question: What is the formula in the second record?
Answer: C9H8NO5